(1)
# C12H14N2PSTc

C12H14N2PSTc as an isolated structure in a non-equilibrium geometry (ωB97M-V/def2-TZVPD, the Open Molecules 2025 dataset).

**Gap between HOMO and LUMO (alpha / beta)**: 0.2656 / 0.2459 Eh
**Net charge**: +1
**Strongest force on any atom**: 3.303 eV/Å
**Relative energy (zero: lowest compared OMol25 entry of this formula, charge and spin)**: 9.6 kJ/mol
**LUMO (alpha / beta)**: -4.55 / -4.83 eV
**DFT total energy**: -37963.49217 eV
**⟨S²⟩**: 4.18
**Multiplicity**: 4

CARTESIAN COORDINATES (ANGSTROEM)
C  0.30546  0.66614  -1.85497
C  0.09629  -0.07499  -3.01837
C  -0.22419  -1.43477  -3.09850
C  -0.34257  -2.27279  -1.99484
C  -0.22795  -1.86308  -0.67267
Tc  -0.06522  0.01902  0.02973
P  0.16077  2.23944  0.64316
H  0.65158  1.69650  -2.12810
H  0.17755  0.42636  -3.99321
H  -0.38949  -1.88835  -4.08384
H  -0.27835  -2.76761  -0.03471
H  -0.54147  -3.33107  -2.17552
H  -0.92741  2.83257  1.30750
H  0.28263  3.29198  -0.27327
H  1.19364  2.60938  1.53018
N  1.20040  -2.51526  1.65473
C  0.32400  -1.83496  2.42253
N  -0.13215  -0.60633  2.18066
C  -0.66134  -0.05160  3.38496
C  -0.82784  1.28167  3.72717
C  -1.04440  1.66183  5.05770
C  -1.09056  0.68461  6.06552
C  -0.88948  -0.67236  5.74567
C  -0.68503  -1.01953  4.42697
S  -0.22578  -2.62921  3.89523
H  1.50552  -3.41786  2.00856
H  1.72569  -2.05895  0.89672
H  -0.75664  2.07393  2.97679
H  -1.18575  2.71812  5.34295
H  -1.27552  0.95620  7.10985
H  -0.88251  -1.47952  6.47592



(2)
# C2H2ClF2I

C2H2ClF2I as an isolated structure in a non-equilibrium geometry (ωB97M-V/def2-TZVPD, the Open Molecules 2025 dataset).

**Gap between HOMO and LUMO**: 0.3700 Eh
**Strongest force on any atom**: 3.687 eV/Å
**Relative energy (zero: lowest compared OMol25 entry of this formula, charge and spin)**: 108.9 kJ/mol
**LUMO**: -0.13 eV
**DFT total energy**: -28163.05647 eV
**Multiplicity**: 1

CARTESIAN COORDINATES (ANGSTROEM)
C  0.83005  -0.02764  -0.28646
C  -0.62437  -0.05864  0.20381
F  1.38960  1.10709  0.25749
F  -0.51185  -0.01895  1.76842
Cl  -1.39006  -1.59668  -0.23074
I  -1.95149  1.52263  -0.24406
H  1.40172  -1.06535  0.01558
H  0.85641  0.13754  -1.48404



(3)
# C35H55ClOP4PtSi

C35H55ClOP4PtSi as an isolated structure in a non-equilibrium geometry (ωB97M-V/def2-TZVPD, the Open Molecules 2025 dataset).

**Gap between HOMO and LUMO (alpha / beta)**: 0.1817 / 0.1891 Eh
**Net charge**: +2
**Strongest force on any atom**: 2.034 eV/Å
**LUMO (alpha / beta)**: -4.71 / -8.19 eV
**DFT total energy**: -100018.80722 eV
**⟨S²⟩**: 6.01
**Multiplicity**: 5

CARTESIAN COORDINATES (ANGSTROEM)
P  1.19303  1.00036  -2.55012
C  2.90558  1.46772  -2.83327
C  3.65953  0.84569  -3.84341
H  3.22983  0.01642  -4.41212
C  4.94920  1.30296  -4.11318
H  5.52779  0.82696  -4.90717
C  5.48949  2.36119  -3.37211
H  6.49884  2.71280  -3.58833
C  4.74248  2.96552  -2.35283
H  5.16266  3.78957  -1.77374
C  3.45081  2.51584  -2.07127
H  2.86370  2.97950  -1.27362
C  0.89555  -0.60207  -3.32325
C  1.61273  -1.72448  -2.85929
H  2.35067  -1.60880  -2.05934
C  1.39165  -2.97642  -3.43434
H  1.93239  -3.84771  -3.05027
C  0.50574  -3.10259  -4.50870
H  0.35110  -4.07995  -4.97529
C  -0.17728  -1.98466  -4.99649
H  -0.86147  -2.07690  -5.84471
C  0.00392  -0.73542  -4.40373
H  -0.51499  0.14726  -4.79109
C  0.16401  2.28327  -3.29337
C  0.58198  2.85978  -4.51040
H  1.49140  2.49743  -4.99244
C  -0.16283  3.88896  -5.08426
H  0.16625  4.31896  -6.03213
C  -1.31907  4.35722  -4.44725
H  -1.89733  5.16213  -4.90343
C  -1.73251  3.79742  -3.23248
H  -2.63225  4.16164  -2.73001
C  -0.99265  2.76263  -2.65391
H  -1.31103  2.32212  -1.70602
Pt  -0.00333  0.00603  1.94444
C  -1.64062  -1.18424  1.56795
C  -1.88656  -1.45870  0.27416
H  -2.28410  -1.57328  2.37293
C  -0.97125  -0.79153  -0.75760
O  -1.84533  -0.11861  -1.67266
H  -1.31544  0.30077  -2.38910
C  0.05676  0.13696  -0.15465
H  -0.39176  -1.58027  -1.28401
C  0.95612  0.89074  -0.78362
Cl  1.94749  1.52219  2.32136
P  -1.38124  1.97465  2.42611
P  1.54216  -1.83589  2.07824
C  -0.98531  3.10160  3.82499
H  0.05912  3.42868  3.74937
H  -1.14596  2.62133  4.79849
H  -1.65383  3.96981  3.74953
C  -1.40378  3.15384  1.04767
H  -2.04826  2.77635  0.24669
H  -0.38619  3.29493  0.66601
H  -1.79730  4.11632  1.40190
C  -3.14697  1.58695  2.70001
H  -3.28120  0.89649  3.54026
H  -3.55568  1.13454  1.78965
H  -3.67795  2.52382  2.91253
C  2.49932  -2.17967  3.59738
H  1.86437  -2.69070  4.33049
H  2.85438  -1.22885  4.00879
H  3.35889  -2.81986  3.35203
C  0.73753  -3.44472  1.76848
H  0.33652  -3.47269  0.74922
H  -0.08408  -3.59189  2.47993
H  1.47617  -4.24520  1.89880
C  2.91766  -1.70194  0.90490
H  3.25919  -0.66158  0.87406
H  2.59668  -2.02740  -0.08838
H  3.73077  -2.34589  1.26351
P  -3.25789  -2.47909  -0.35438
C  -3.85626  -3.42687  1.03920
C  -2.55026  -3.52518  -1.63263
H  -4.26307  -2.74908  1.80182
H  -3.03946  -4.02188  1.46963
H  -4.65022  -4.09549  0.68194
H  -2.21812  -2.91323  -2.48297
H  -3.32355  -4.23134  -1.96247
H  -1.69445  -4.08028  -1.22516
C  -4.55245  -1.45694  -1.05113
H  -4.87173  -0.70856  -0.31516
H  -5.40074  -2.10589  -1.30622
H  -4.17427  -0.94931  -1.94699
H  1.65359  1.44350  -0.15082
C  -1.85897  -1.15080  5.03106
Si  -0.43951  -0.35296  4.15167
C  1.08478  1.15253  5.53080
C  1.42814  -0.26326  5.96744
H  -2.82349  -0.71537  4.74032
H  -1.69644  -1.03278  6.11431
H  -1.82199  -2.22107  4.76571
H  0.32204  1.57034  6.17390
H  1.93807  1.85839  5.54405
H  0.68222  1.28830  4.48902
H  1.15572  -0.34233  7.03246
H  0.89763  -1.14459  5.45787
H  2.50477  -0.43419  5.85021